C3H12NO2S | ωB97M-V/def2-TZVPD

Each line ends with the Löwdin charge.
Cartesian coordinates (Å):
1 C 2.470 -0.262 -0.345  -0.14
2 N 1.048 -0.221 -0.066  -0.18
3 C 0.472 1.145 -0.303  -0.33
4 C -1.027 1.194 0.006  -0.85
5 S -1.548 2.843 0.440  0.11
6 H 3.008 -1.036 0.210  0.07
7 H 2.685 -0.428 -1.401  0.08
8 H 2.950 0.671 -0.003  0.07
9 H 0.956 -0.450 0.915  0.11
10 H 0.673 1.361 -1.353  0.11
11 H 1.006 1.856 0.333  0.07
12 H -1.555 0.878 -0.907  0.03
13 H -1.216 0.406 0.736  0.04
14 H -0.098 -1.216 -0.747  -0.01
15 H -1.591 -1.764 -1.084  0.02
16 O -0.655 -1.981 -1.139  -0.14
17 H -0.117 -4.763 0.901  0.02
18 H 0.140 -3.292 0.541  0.00
19 O 0.496 -4.044 1.034  -0.07

Values from the calculation:
* HOMO level: -0.09481 Ha
* strongest force on any atom: 0.023 Eh/bohr
* charge: -1
* multiplicity: 1
* gap between HOMO and LUMO: 5.94 eV
* LUMO: 3.36 eV
* ΔE to the lowest compared entry with this formula, charge and spin: 21.8 kcal/mol